Entry from OMol25: a molecular structure, C4H5AgO2 at a distorted geometry (wB97M-V/def2-TZVPD).

Output
HOMO-LUMO gap, eV: 5.698
F_max, Eh/bohr: 0.1235
Charge: 0
LUMO level, eV: -1.8
HOMO, eV: -7.538
E, eV: -12317.00992
Energy relative to the best compared isomer or geometry (same formula, charge and spin), kJ/mol: 92.6

Last column: natural (NBO) charge in e.
Geometry (Å):
O -2.343 0.052 1.363  -0.573
C -1.628 -0.752 0.662  0.369
C -1.000 0.072 -0.363  -0.596
C 0.460 -0.139 -0.600  -0.500
C 1.438 0.059 0.339  0.217
O 2.716 -0.058 0.164  -0.857
Ag 2.757 1.230 -1.648  0.884
H -0.955 -1.416 1.237  0.177
H -1.604 0.038 -1.284  0.236
H 0.745 -0.548 -1.580  0.185
H 1.090 0.401 1.338  0.139
H -1.676 1.060 0.371  0.319

Entry from OMol25: a molecular structure, C40H61BaN5O4Sb2Si2 at a distorted geometry (wB97M-V/def2-TZVPD).

Output
HOMO-LUMO gap, eV: 5.608
F_max, Eh/bohr: 0.0814
Charge: -2
LUMO level, eV: 4.1
HOMO, eV: -1.461
E, eV: -87633.56150

Last column: Löwdin charge in e.
Geometry (Å):
Ba -0.442 -0.275 0.793  1.903
C -1.009 3.652 3.095  -0.040
C -0.282 2.313 3.022  -0.541
O -0.169 1.816 1.837  -0.570
C 0.250 1.854 4.191  -0.080
C 1.018 0.663 4.479  -0.361
C 2.089 0.854 5.536  -0.068
N 0.894 -0.552 4.068  0.025
N -0.080 -0.855 3.167  -0.146
C -0.430 -2.109 2.980  -0.559
O -1.249 -2.349 2.049  -0.207
C 0.091 -3.260 3.790  -0.101
C 0.040 -4.540 3.231  -0.017
C 0.521 -5.641 3.917  -0.103
C 1.079 -5.492 5.178  -0.127
C 1.138 -4.229 5.742  -0.109
C 0.646 -3.129 5.063  -0.033
H -1.898 3.616 2.469  0.070
H -0.359 4.440 2.715  0.061
H -1.293 3.897 4.115  0.062
H 0.173 2.532 5.040  0.089
H 1.640 1.089 6.502  0.063
H 2.740 1.680 5.258  0.051
H 2.679 -0.053 5.631  0.063
H -0.385 -4.645 2.246  0.103
H 0.472 -6.624 3.463  0.091
H 1.465 -6.351 5.716  0.085
H 1.569 -4.104 6.727  0.088
H 0.705 -2.152 5.509  0.087
C 4.553 -0.594 -2.501  -0.021
C 3.271 -0.229 -1.801  -0.332
N 2.600 0.832 -2.075  -0.014
O 3.133 1.656 -3.096  -0.089
C 2.779 -1.125 -0.786  -0.332
C 3.510 -2.421 -0.533  -0.036
N 1.678 -0.828 -0.156  -0.275
O 1.205 -1.682 0.706  -0.495
H 4.663 0.000 -3.403  0.066
H 4.566 -1.650 -2.757  0.071
H 5.401 -0.397 -1.846  0.083
H 2.480 2.367 -3.157  0.061
H 4.576 -2.272 -0.368  0.069
H 3.370 -3.110 -1.367  0.079
H 3.067 -2.851 0.366  0.070
C -3.007 2.824 -1.514  -0.319
Sb -0.958 2.194 -1.039  1.353
C -0.333 2.289 -3.119  -0.302
C -0.552 4.371 -0.672  -0.287
C 0.447 4.987 -1.541  -0.306
C 0.076 5.444 -2.806  -0.085
C 0.996 5.972 -3.692  -0.117
C 2.327 6.057 -3.324  -0.119
C 2.711 5.639 -2.063  -0.066
C 1.797 5.121 -1.152  -0.294
C 2.244 4.730 0.189  -0.313
Sb 2.399 2.518 0.472  1.455
C 3.082 2.956 2.505  -0.302
C 4.506 2.627 -0.156  -0.326
H -2.983 3.524 -2.345  -0.006
H -3.449 3.317 -0.651  -0.001
H -3.637 1.984 -1.777  -0.015
H -1.164 2.589 -3.748  0.004
H 0.017 1.317 -3.441  -0.024
H 0.471 3.012 -3.227  -0.022
H -0.284 4.415 0.377  0.015
H -1.527 4.832 -0.810  0.053
H -0.965 5.385 -3.102  0.110
H 0.672 6.322 -4.664  0.090
H 3.060 6.457 -4.012  0.087
H 3.749 5.731 -1.769  0.104
H 1.548 5.064 0.955  0.051
H 3.229 5.140 0.407  0.050
H 3.665 3.876 2.533  -0.003
H 3.691 2.130 2.856  0.000
H 2.224 3.048 3.160  -0.024
H 5.027 3.468 0.294  -0.011
H 4.575 2.716 -1.232  -0.025
H 5.010 1.714 0.139  -0.013
C -3.828 -5.365 -2.291  -0.196
Si -2.783 -4.230 -1.106  0.507
C -3.360 -4.681 0.664  -0.178
C -0.975 -4.866 -1.183  -0.177
C -2.797 -2.419 -1.539  -0.309
C -3.404 -1.533 -0.632  -0.414
C -4.673 -1.864 -0.067  -0.070
C -5.306 -1.025 0.795  -0.094
C -4.680 0.182 1.144  -0.097
C -3.466 0.449 0.559  -0.280
N -2.834 -0.329 -0.309  -0.130
Si -1.795 -1.770 -2.957  0.495
C -2.667 -0.241 -3.715  -0.178
C -1.889 -3.044 -4.406  -0.199
C 0.074 -1.390 -2.870  -0.184
H -3.875 -6.398 -1.953  0.003
H -3.393 -5.366 -3.285  -0.009
H -4.849 -5.007 -2.387  0.006
H -3.133 -5.711 0.929  0.018
H -4.425 -4.538 0.814  0.006
H -2.838 -4.027 1.356  0.007
H -0.863 -5.905 -0.883  0.014
H -0.376 -4.244 -0.521  0.020
H -0.571 -4.765 -2.184  -0.003
H -5.147 -2.776 -0.403  0.090
H -6.288 -1.261 1.191  0.093
H -5.129 0.879 1.838  0.083
H -2.977 1.388 0.803  0.057
H -3.698 -0.467 -3.977  0.026
H -2.171 0.137 -4.605  0.020
H -2.687 0.557 -2.985  -0.036
H -2.914 -3.342 -4.600  0.011
H -1.326 -3.937 -4.160  -0.002
H -1.480 -2.640 -5.329  0.011
H 0.288 -0.545 -2.230  -0.039
H 0.506 -1.181 -3.848  0.034
H 0.600 -2.241 -2.450  0.023

Entry from OMol25: CH4NO2P in the gas phase at a distorted geometry (wB97M-V/def2-TZVPD).

Output
HOMO-LUMO gap, eV: 10.550
F_max, Eh/bohr: 0.0497
Charge: 0
LUMO level, eV: 0.7
HOMO, eV: -9.846
E, eV: -15975.73346
SMILES string: NC(=O)OP
Energy relative to the best compared isomer or geometry (same formula, charge and spin), kJ/mol: 72.4

Last column: natural (NBO) charge in e.
Geometry (Å):
N -1.432 -0.471 -0.983  -0.829
C -0.176 -0.093 -0.596  0.871
O 0.699 0.270 -1.366  -0.623
O -0.101 0.084 0.780  -0.757
P 1.507 0.026 1.283  0.673
H -1.495 -0.474 -1.952  0.395
H -1.974 -1.181 -0.459  0.408
H 1.946 1.239 0.904  -0.066
H 1.026 0.601 2.389  -0.072

Entry from OMol25: C3H7N5 in the gas phase at a distorted geometry (wB97M-V/def2-TZVPD).

Output
HOMO-LUMO gap, eV: 8.979
F_max, Eh/bohr: 0.0853
Charge: 0
LUMO level, eV: 0.8
HOMO, eV: -8.162
E, eV: -10672.70721
SMILES string: [H]/N=c1\cc(N)[nH]n1N
Energy relative to the best compared isomer or geometry (same formula, charge and spin), kJ/mol: 221.3

Last column: natural (NBO) charge in e.
Geometry (Å):
H -1.935 2.290 0.035  0.347
N -2.063 1.286 0.095  -0.796
C -0.873 0.668 -0.150  0.400
C 0.466 1.177 -0.186  -0.430
C 1.262 0.113 -0.086  0.384
N 2.644 -0.052 0.053  -0.797
N 0.508 -1.092 -0.031  -0.438
N -0.774 -0.708 -0.389  -0.133
N -1.810 -1.403 0.190  -0.657
H 0.828 2.199 -0.214  0.233
H 3.127 0.648 0.536  0.391
H 2.683 -0.966 0.487  0.382
H 0.764 -1.778 -0.718  0.378
H -2.319 -0.708 0.822  0.377
H -2.507 -1.675 -0.445  0.358

Entry from OMol25: 2 unconnected molecules or ions with the total composition C9H14 at a distorted geometry (wB97M-V/def2-TZVPD).

Output
HOMO-LUMO gap (alpha / beta), eV: 9.482 / 5.476
F_max, Eh/bohr: 0.0707
Charge: +1
2S+1: 2
LUMO level (alpha / beta), eV: -4.4 / -8.4
HOMO (alpha / beta), eV: -13.851 / -13.851
E, eV: -9550.00834
Expectation value of S²: 0.767
Energy relative to the best compared isomer or geometry (same formula, charge and spin), kJ/mol: 138.3

Last column: natural (NBO) charge in e.
Geometry (Å):
C 3.020 2.745 1.694  -0.609
C 1.716 3.548 2.157  -0.622
H 3.858 2.953 2.470  0.216
H 2.808 1.605 1.808  0.183
H 3.356 3.104 0.762  0.208
H 0.796 3.274 1.525  0.193
H 1.782 4.603 1.859  0.212
H 1.735 3.520 3.226  0.219
C -2.824 -2.136 -2.486  -0.691
C 0.192 -1.274 0.333  0.028
C -0.645 -2.388 0.551  -0.196
C 0.137 -0.502 -0.853  -0.161
C -1.628 -2.632 -0.359  -0.174
C -0.964 -0.680 -1.725  -0.180
C -1.810 -1.729 -1.448  0.231
H 0.892 -1.036 1.142  0.250
H -0.324 -3.130 1.398  0.277
H 0.724 0.462 -0.878  0.268
H -2.172 -3.645 -0.393  0.263
H -1.290 0.048 -2.494  0.265
H -3.011 -3.230 -2.440  0.257
H -2.518 -1.859 -3.550  0.266
H -3.829 -1.622 -2.299  0.296

Entry from OMol25: C3H9N3OS in the gas phase at a distorted geometry (wB97M-V/def2-TZVPD).

Output
HOMO-LUMO gap, eV: 8.985
F_max, Eh/bohr: 0.0924
Charge: 0
LUMO level, eV: 0.5
HOMO, eV: -8.503
E, eV: -20604.68007
SMILES string: CN1C[N@H+]([O-])N[C@@H]1S
Energy relative to the best compared isomer or geometry (same formula, charge and spin), kJ/mol: 525.1

Last column: natural (NBO) charge in e.
Geometry (Å):
C 1.293 -1.146 0.238  -0.412
N 0.036 -0.484 0.461  -0.488
C 0.025 0.776 1.095  -0.076
N -0.043 1.868 -0.050  0.057
O -0.569 2.998 0.317  -0.688
N -0.771 1.224 -1.111  -0.483
C -0.897 -0.412 -0.502  0.057
S -2.668 -0.641 0.242  -0.090
H 1.104 -2.195 0.125  0.206
H 1.701 -0.761 -0.699  0.199
H 1.704 -1.028 1.290  0.227
H -0.832 1.081 1.541  0.227
H 0.869 0.934 1.782  0.211
H 0.908 2.110 -0.507  0.358
H -1.746 1.452 -1.075  0.368
H -0.882 -1.197 -1.235  0.216
H -2.369 -1.819 0.638  0.111

Entry from OMol25: a molecular structure, C6H8F12InN4O18S9 at a distorted geometry (wB97M-V/def2-TZVPD).

Output
HOMO-LUMO gap, eV: 3.541
F_max, Eh/bohr: 0.2632
Charge: -1
LUMO level, eV: -5.4
HOMO, eV: -8.981
E, eV: -184453.38884

Last column: natural (NBO) charge in e.
Geometry (Å):
In -0.949 -0.064 0.316  1.747
C -4.042 1.137 -3.404  0.800
F -3.375 2.318 -3.259  -0.296
F -5.274 1.251 -3.890  -0.277
F -3.319 0.359 -4.215  -0.284
S -4.154 0.288 -1.706  2.048
O -5.620 0.028 -1.409  -0.844
O -3.359 -0.952 -1.847  -0.883
N -3.380 1.271 -0.598  -1.131
S -4.444 2.402 -0.320  2.127
O -5.111 3.095 -1.416  -0.855
O -5.313 2.077 0.807  -0.858
C -3.177 3.797 0.206  0.770
F -3.219 3.948 1.524  -0.288
F -1.975 3.361 -0.188  -0.312
F -3.456 4.938 -0.483  -0.303
N 0.644 1.385 -1.556  -1.059
S 1.300 1.194 -2.940  2.331
O 2.750 1.125 -3.130  -0.839
O 0.512 1.333 -4.129  -0.841
F 0.968 -0.425 -2.758  -0.566
S 1.146 3.033 -1.660  2.298
O 0.137 3.889 -2.118  -0.849
O 2.563 3.416 -1.855  -0.788
F 1.023 3.197 -0.013  -0.507
N -0.430 -2.861 0.101  -1.113
S -0.847 -3.785 -0.946  2.399
O -2.073 -4.541 -0.734  -0.854
O 0.246 -4.385 -1.774  -0.818
F -1.357 -2.645 -1.871  -0.493
S 0.124 -4.168 1.128  2.337
O 1.284 -4.969 0.643  -0.817
O -0.917 -4.804 1.926  -0.825
F 0.794 -3.171 2.084  -0.473
N -0.621 0.842 2.938  -1.190
S -1.337 0.170 4.263  2.399
O -2.749 0.391 4.322  -0.849
O -0.583 0.071 5.508  -0.825
F -1.228 -1.353 3.698  -0.504
S -0.238 2.108 3.609  2.422
O 1.125 2.346 4.019  -0.862
O -1.251 2.863 4.350  -0.846
F -0.092 2.965 2.243  -0.520
C 4.529 -2.240 -0.594  -0.437
C 3.998 -2.743 0.702  -0.397
C 3.947 -1.528 1.610  -0.648
S 3.168 -0.255 0.593  2.100
O 3.539 1.046 1.149  -0.876
O 1.755 -0.612 0.457  -1.009
C 4.104 -0.798 -0.976  -0.579
H 4.188 -2.947 -1.351  0.242
H 5.598 -2.384 -0.438  0.215
H 4.624 -3.493 1.185  0.230
H 2.940 -2.983 0.593  0.227
H 4.975 -1.190 1.743  0.227
H 3.609 -1.629 2.642  0.265
H 4.963 -0.132 -1.056  0.253
H 3.335 -0.588 -1.721  0.282

Entry from OMol25: 3 unconnected molecules or ions with the total composition C27H53N5O8 at a distorted geometry (wB97M-V/def2-TZVPD).

Output
HOMO-LUMO gap, eV: 9.087
F_max, Eh/bohr: 0.1351
Charge: 0
LUMO level, eV: 0.3
HOMO, eV: -8.773
E, eV: -52680.57092
SMILES string: COC[C@](C#N)(CCCCNC(C)=O)[C@@](C)(C#N)CC(=O)O.COCCNCCOC.COCCNCCOC

Last column: Löwdin charge in e.
Geometry (Å):
C 1.319 -0.854 -0.671  -0.092
O 1.124 -2.311 -0.644  -0.245
C 2.372 -2.929 -0.158  -0.157
C 2.211 -4.508 -0.436  -0.270
C 1.395 -4.624 -1.842  -0.135
N 0.972 -4.675 -2.981  0.162
C 1.211 -5.066 0.734  -0.122
C -0.179 -5.651 0.175  -0.188
C -1.016 -6.211 1.470  -0.178
C -2.583 -6.419 1.168  -0.233
N -2.892 -7.360 0.043  0.022
C -3.003 -6.691 -1.263  -0.407
C -3.796 -5.333 -1.574  -0.027
O -2.366 -7.238 -2.239  -0.033
C 3.589 -5.326 -0.551  -0.351
C 4.664 -4.582 -1.544  -0.052
C 4.298 -5.258 0.913  -0.123
N 4.926 -5.280 1.955  0.138
C 3.447 -6.823 -1.119  -0.039
C 2.750 -7.872 -0.132  -0.367
O 1.787 -8.560 -0.614  0.046
O 3.111 -8.138 1.222  0.025
H 1.799 -0.509 0.329  0.104
H 0.305 -0.289 -0.793  0.094
H 1.978 -0.517 -1.561  0.107
H 2.389 -2.696 0.982  0.148
H 3.216 -2.415 -0.737  0.125
H 0.932 -4.203 1.461  0.130
H 1.685 -5.881 1.386  0.116
H -0.855 -4.844 -0.288  0.124
H -0.048 -6.551 -0.539  0.113
H -0.563 -7.197 1.844  0.120
H -0.953 -5.383 2.287  0.120
H -3.113 -5.392 1.081  0.113
H -3.037 -6.902 2.126  0.119
H -2.054 -7.972 -0.034  0.124
H -3.357 -4.924 -2.568  0.102
H -3.584 -4.501 -0.794  0.071
H -4.915 -5.565 -1.646  0.089
H 5.558 -5.296 -1.642  0.093
H 5.047 -3.602 -1.054  0.095
H 4.196 -4.359 -2.581  0.111
H 2.910 -6.873 -2.137  0.148
H 4.528 -7.202 -1.327  0.142
H 4.025 -8.495 1.305  0.127
C -0.396 2.521 -0.769  -0.120
O -1.367 1.536 -1.095  -0.219
C -2.338 1.351 -0.062  -0.205
C -3.715 1.811 -0.543  -0.207
N -3.763 3.268 -0.680  -0.055
C -4.966 3.752 -1.362  -0.199
C -5.138 3.372 -2.840  -0.221
O -4.171 3.965 -3.703  -0.181
C -2.967 3.224 -3.837  -0.099
H 0.360 2.526 -1.558  0.094
H -0.850 3.514 -0.725  0.075
H 0.093 2.288 0.181  0.083
H -2.052 1.852 0.870  0.120
H -2.381 0.276 0.141  0.119
H -4.474 1.491 0.178  0.122
H -3.916 1.319 -1.501  0.103
H -2.954 3.578 -1.210  0.069
H -4.941 4.846 -1.298  0.118
H -5.850 3.428 -0.800  0.116
H -6.106 3.769 -3.165  0.119
H -5.192 2.289 -2.996  0.109
H -3.126 2.146 -3.747  0.090
H -2.233 3.563 -3.103  0.069
H -2.553 3.429 -4.827  0.088
C 1.593 7.491 4.961  -0.115
O 0.807 8.059 3.924  -0.200
C 1.536 8.982 3.113  -0.209
C 1.687 8.434 1.692  -0.208
N 2.603 7.293 1.665  -0.055
C 2.605 6.576 0.388  -0.197
C 1.313 5.848 -0.013  -0.218
O 0.986 4.746 0.830  -0.208
C 0.226 5.090 1.980  -0.090
H 0.938 6.883 5.588  0.089
H 2.370 6.842 4.547  0.078
H 2.045 8.270 5.580  0.087
H 2.509 9.238 3.548  0.122
H 0.943 9.901 3.070  0.119
H 2.074 9.224 1.041  0.122
H 0.691 8.148 1.337  0.103
H 2.339 6.637 2.394  0.069
H 3.404 5.827 0.453  0.118
H 2.893 7.268 -0.411  0.118
H 1.479 5.419 -1.007  0.119
H 0.460 6.528 -0.119  0.111
H -0.434 5.943 1.806  0.094
H 0.890 5.288 2.825  0.072
H -0.389 4.228 2.248  0.085